(1)
C17H9AuBrF5N6S | ωB97M-V/def2-TZVPD

Output
Gap between HOMO and LUMO (alpha / beta), eV: 4.850 / 4.850
Total charge: +2
Highest occupied orbital energy (alpha / beta), eV: -15.3148 / -15.3143

```
40
Properties=species:S:1:pos:R:3:forces:R:3:lowdin_charge:R:1
Au -0.199 0.065 -0.392 0.60 -0.11 1.00 0.7576
N -1.557 4.346 0.117 -0.26 -0.20 -0.12 0.0706
C -1.999 3.089 -0.008 0.03 0.11 0.03 -0.1331
N -0.975 2.275 0.136 0.07 -0.18 0.15 0.0045
C 0.086 3.101 0.348 -0.64 0.03 -0.12 -0.3460
N -0.243 4.371 0.339 0.46 0.08 0.10 0.1616
C 1.431 2.595 0.585 0.73 0.36 0.20 -0.1786
C 2.502 3.445 0.916 -0.57 -0.48 -0.18 -0.0159
N 3.684 2.943 1.187 0.67 0.50 0.24 0.1252
C 3.880 1.637 1.161 -0.54 -0.25 -0.20 -0.0639
C 2.838 0.783 0.804 0.46 0.10 0.10 -0.0793
N 1.645 1.285 0.515 -0.64 -0.29 -0.17 0.0455
H -2.074 5.212 0.054 -0.03 0.02 0.03 0.1819
H -3.020 2.800 -0.197 -0.03 0.11 -0.01 0.1476
H 2.357 4.518 0.950 0.05 0.00 0.03 0.1357
H 4.863 1.259 1.412 0.00 0.00 -0.02 0.1278
H 2.971 -0.289 0.748 -0.02 0.00 -0.04 0.1142
F 1.676 -5.275 4.010 0.07 -0.13 0.08 0.2538
C 1.130 -4.216 3.520 -0.13 0.27 -0.12 -0.0716
C 1.264 -3.938 2.149 -0.08 0.19 -0.28 -0.1198
F 1.939 -4.754 1.372 0.08 -0.09 0.06 0.1883
C 0.693 -2.806 1.632 0.00 -0.43 -0.20 -0.2090
F 0.858 -2.553 0.343 -0.01 -0.04 0.02 0.0787
C -0.055 -1.908 2.430 -0.24 1.11 -0.23 -0.4637
S -0.873 -0.524 1.872 0.12 -0.72 -1.26 0.9739
C -0.159 -2.214 3.816 0.36 0.02 0.33 -0.2148
F -0.822 -1.402 4.596 0.00 -0.02 0.07 0.1615
C 0.421 -3.342 4.351 -0.23 0.14 0.13 -0.1164
F 0.314 -3.601 5.631 0.01 -0.09 0.06 0.1988
Br -0.517 2.293 -3.183 0.02 -0.11 0.05 0.8554
C 0.462 0.710 -3.447 0.01 0.08 0.04 -0.7218
C 1.084 0.538 -4.672 0.03 -0.05 0.06 -0.0783
C 1.817 -0.615 -4.888 -0.03 0.09 -0.02 -0.0041
C 1.896 -1.559 -3.875 -0.01 0.01 0.04 -0.0188
C 1.244 -1.310 -2.688 0.11 -0.15 0.00 -0.1170
N 0.540 -0.187 -2.456 -0.35 0.21 0.16 -0.1028
H 0.999 1.307 -5.426 -0.03 -0.02 -0.02 0.1170
H 2.319 -0.765 -5.834 0.01 -0.03 0.00 0.1337
H 2.460 -2.472 -3.995 -0.03 -0.03 0.00 0.1261
H 1.282 -2.030 -1.884 -0.01 0.02 0.01 0.0958
```
Forces are in eV/Å.

(2)
C45H43As2FNOSiV | ωB97M-V/def2-TZVPD

Output
Gap between HOMO and LUMO (alpha / beta), eV: 7.222 / 6.606
Total charge: +1
Highest occupied orbital energy (alpha / beta), eV: -9.4052 / -8.7746
2S+1: 2

```
95
Properties=species:S:1:pos:R:3:forces:R:3:lowdin_charge:R:1
V 0.501 -0.397 0.463 0.11 -0.65 0.65 0.5609
C 2.994 -2.813 2.802 -0.09 0.15 -0.10 -0.1542
Si 3.018 -1.169 1.900 0.05 -0.06 0.02 0.4127
C 1.932 0.077 2.817 0.19 0.06 0.08 -0.1668
C 4.764 -0.502 1.757 -0.16 0.11 -0.03 -0.1584
N 2.181 -1.290 0.376 0.26 -0.05 0.27 -0.1852
C 2.430 -2.193 -0.644 -0.32 0.13 -0.11 -0.3028
C 3.597 -2.925 -0.850 -0.06 -0.07 -0.21 -0.0186
C 3.699 -3.775 -1.945 0.02 0.01 0.01 -0.0775
C 2.658 -3.916 -2.850 0.03 -0.08 -0.08 -0.0860
C 1.476 -3.204 -2.671 0.00 0.09 0.17 -0.0128
C 1.412 -2.379 -1.582 0.24 -0.10 0.07 -0.2020
F 0.267 -1.631 -1.340 -0.17 -0.10 -0.30 -0.0361
H 3.285 -2.702 3.847 0.03 0.04 0.05 0.0343
H 3.664 -3.546 2.352 0.03 -0.01 -0.06 0.0298
H 1.984 -3.230 2.776 -0.02 -0.01 0.02 0.0302
H 2.254 0.111 3.861 -0.02 0.00 0.03 0.0533
H 0.869 -0.189 2.859 -0.07 -0.07 -0.06 0.0000
H 2.029 1.094 2.437 0.06 -0.02 -0.02 0.0003
H 5.097 -0.066 2.700 -0.01 -0.01 0.08 0.0346
H 4.802 0.291 1.006 0.00 0.01 -0.01 0.0276
H 5.492 -1.264 1.482 -0.01 -0.08 -0.04 0.0268
H 4.429 -2.819 -0.167 0.03 0.03 0.07 0.1016
H 4.612 -4.335 -2.094 0.02 -0.02 -0.01 0.1076
H 2.761 -4.580 -3.697 -0.01 -0.01 -0.01 0.1059
H 0.642 -3.279 -3.354 -0.02 0.00 -0.03 0.1229
O -0.906 -1.370 1.515 -0.39 0.47 0.00 -0.5390
As -2.588 -1.173 1.438 0.54 -0.09 -0.15 1.2638
C -3.374 -2.874 1.756 -0.05 -0.03 -0.05 -0.3090
C -4.693 -3.111 1.382 -0.04 0.01 0.01 -0.0907
C -5.262 -4.346 1.646 0.01 0.03 -0.02 -0.0658
C -4.515 -5.333 2.274 -0.02 -0.03 0.01 -0.0610
C -3.197 -5.094 2.634 0.05 0.01 0.00 -0.0615
C -2.617 -3.861 2.376 0.06 0.03 0.01 -0.0781
C -3.010 -0.592 -0.332 -0.12 -0.10 -0.03 -0.3034
C -2.802 -1.531 -1.342 0.00 -0.09 -0.05 -0.0989
C -2.957 -1.160 -2.666 0.01 -0.03 0.04 -0.0591
C -3.318 0.144 -2.984 0.01 -0.04 -0.04 -0.0579
C -3.523 1.077 -1.982 0.00 0.02 0.04 -0.0601
C -3.374 0.710 -0.652 0.07 0.19 0.11 -0.0950
C -3.079 0.098 2.773 -0.05 0.07 -0.02 -0.2979
C -4.262 0.828 2.697 -0.13 -0.05 -0.01 -0.0986
C -4.580 1.722 3.709 0.01 -0.03 -0.05 -0.0645
C -3.725 1.879 4.790 -0.03 0.03 0.01 -0.0605
C -2.554 1.140 4.869 0.06 -0.02 0.01 -0.0602
C -2.225 0.247 3.861 0.08 0.02 -0.04 -0.0843
H -5.279 -2.349 0.880 0.04 0.02 0.01 0.1096
H -6.286 -4.538 1.356 -0.03 -0.02 0.00 0.1116
H -4.962 -6.296 2.479 -0.01 -0.02 0.00 0.1126
H -2.616 -5.870 3.113 0.00 -0.01 0.01 0.1124
H -1.583 -3.672 2.641 -0.04 0.02 -0.01 0.1045
H -2.506 -2.547 -1.100 -0.03 0.04 0.02 0.1172
H -2.791 -1.887 -3.449 0.00 0.00 -0.02 0.1138
H -3.436 0.430 -4.021 0.00 0.01 -0.01 0.1142
H -3.786 2.097 -2.228 0.00 0.02 0.00 0.1100
H -3.508 1.458 0.120 -0.02 -0.07 0.00 0.0882
H -4.949 0.697 1.867 0.05 0.00 0.01 0.1064
H -5.498 2.291 3.653 -0.02 0.01 0.00 0.1121
H -3.974 2.578 5.576 -0.01 0.00 0.01 0.1133
H -1.893 1.256 5.717 0.00 0.01 0.01 0.1132
H -1.304 -0.322 3.916 -0.04 -0.01 -0.03 0.0971
C 4.493 4.791 0.210 -0.01 0.00 0.05 -0.0743
C 4.411 4.309 -1.088 0.01 0.00 -0.03 -0.0707
C 3.456 3.359 -1.423 0.00 -0.04 -0.03 -0.0965
C 2.583 2.880 -0.451 0.03 0.04 -0.01 -0.3581
C 2.661 3.375 0.847 0.00 0.00 0.03 -0.1218
C 3.612 4.328 1.177 -0.01 -0.01 0.00 -0.0739
As 1.162 1.627 -0.856 -0.23 0.22 -0.21 1.3067
C 1.663 0.890 -2.579 -0.11 0.04 0.04 -0.3768
C 0.718 0.737 -3.590 0.00 -0.04 0.00 -0.1138
C 1.043 0.040 -4.744 -0.03 -0.01 -0.01 -0.0728
C 2.302 -0.526 -4.888 -0.02 -0.01 -0.04 -0.0769
C 3.235 -0.402 -3.871 0.05 0.03 -0.01 -0.0715
C 2.916 0.299 -2.718 0.10 0.03 0.03 -0.1220
C -0.284 2.867 -1.232 0.13 0.09 -0.18 -0.3616
C -0.389 3.561 -2.436 0.04 -0.04 0.03 -0.0986
C -1.400 4.492 -2.617 -0.02 0.02 -0.02 -0.0682
C -2.301 4.754 -1.593 -0.01 0.01 0.00 -0.0800
C -2.188 4.082 -0.387 0.00 0.01 0.03 -0.0917
C -1.185 3.138 -0.211 -0.05 -0.04 0.18 -0.1415
H 5.237 5.532 0.467 0.02 0.01 0.00 0.1080
H 5.089 4.676 -1.847 0.00 0.00 0.00 0.1089
H 3.398 2.999 -2.443 -0.01 -0.01 0.05 0.1003
H 1.965 3.038 1.607 0.00 -0.02 -0.05 0.0842
H 3.663 4.708 2.189 0.02 0.01 0.00 0.1077
H -0.278 1.153 -3.483 0.05 -0.04 0.02 0.0889
H 0.310 -0.061 -5.534 -0.01 -0.01 -0.01 0.1062
H 2.550 -1.072 -5.789 0.01 -0.01 -0.01 0.1092
H 4.210 -0.859 -3.968 0.02 -0.01 0.00 0.1131
H 3.650 0.371 -1.921 -0.04 0.03 -0.01 0.1104
H 0.319 3.381 -3.236 0.00 0.02 0.05 0.1042
H -1.478 5.024 -3.555 0.01 0.01 -0.01 0.1099
H -3.079 5.491 -1.734 -0.02 0.02 0.00 0.1086
H -2.875 4.295 0.423 -0.02 0.01 0.01 0.1084
H -1.103 2.624 0.746 0.02 0.01 -0.09 0.0927
```
Forces are in eV/Å.

(3)
C33H31BrI2N4O3RbS2 | ωB97M-V/def2-TZVPD

Output
Gap between HOMO and LUMO, eV: 4.145
Total charge: -1
Highest occupied orbital energy, eV: -3.1561
Energy relative to the best compared isomer or geometry (same formula, charge and spin), kcal/mol: 31.2

```
77
Properties=species:S:1:pos:R:3:forces:R:3:lowdin_charge:R:1
Rb -0.300 0.086 -0.306 -0.17 -0.40 0.01 0.8185
C -2.500 -1.427 1.468 0.04 0.07 0.18 -0.3106
C -1.914 -2.574 0.891 0.16 -0.01 0.17 -0.2859
C -2.264 -2.598 -0.475 0.00 -0.05 -0.04 -0.2888
C -3.066 -1.472 -0.745 -0.08 0.10 -0.07 -0.3008
C -3.216 -0.747 0.456 -0.11 0.10 -0.05 -0.3277
C -4.103 0.454 0.663 0.05 -0.02 -0.05 -0.0782
C -3.666 -1.131 -2.084 0.00 -0.01 0.04 -0.0515
C -2.010 -3.736 -1.424 -0.01 0.04 -0.02 -0.0597
C -1.138 -3.644 1.610 -0.05 0.04 0.02 -0.0621
C -2.394 -0.976 2.900 0.00 -0.06 0.00 -0.0680
H -5.149 0.180 0.856 -0.01 -0.02 -0.03 0.0722
H -4.109 1.120 -0.206 0.01 0.00 0.01 0.0695
H -3.789 1.055 1.522 0.01 -0.01 0.02 0.0178
H -4.104 -2.011 -2.567 0.01 -0.01 0.01 0.0668
H -2.934 -0.707 -2.780 0.00 0.01 0.00 0.0585
H -4.466 -0.393 -1.986 0.01 0.00 0.02 0.0634
H -2.868 -4.418 -1.488 -0.01 0.00 0.00 0.0732
H -1.152 -4.340 -1.116 0.04 0.00 0.01 0.0578
H -1.813 -3.390 -2.443 0.00 0.01 0.00 0.0650
H -1.677 -4.599 1.647 -0.02 0.01 0.01 0.0699
H -0.928 -3.357 2.645 0.00 0.00 -0.02 0.0560
H -0.172 -3.857 1.142 0.03 0.01 -0.04 0.0413
H -3.337 -0.552 3.262 -0.01 0.00 0.00 0.0659
H -1.623 -0.206 3.071 0.03 0.00 -0.01 0.0359
H -2.144 -1.803 3.570 -0.01 0.00 -0.02 0.0608
I -2.385 2.547 -5.030 -0.03 0.01 0.00 0.8545
C -0.390 1.956 -4.917 0.04 -0.02 -0.01 -0.6599
C 0.471 2.252 -5.969 -0.05 0.01 0.02 -0.2626
C 1.792 1.880 -5.935 -0.02 -0.01 0.03 -0.6980
I 3.000 2.370 -7.572 0.03 0.01 -0.02 0.8331
C 2.303 1.187 -4.812 0.03 -0.03 0.00 -0.2216
C 3.645 0.765 -4.683 0.00 0.02 -0.03 -0.0652
C 4.054 0.106 -3.561 0.02 -0.03 0.02 -0.0636
C 3.115 -0.140 -2.548 0.00 -0.01 0.05 -0.1599
N 1.860 0.229 -2.627 -0.04 0.07 0.03 0.0819
C 1.427 0.882 -3.731 0.09 0.01 -0.05 -0.1385
C 0.002 1.260 -3.747 -0.03 0.09 -0.10 -0.5013
O -0.765 0.986 -2.800 0.04 0.01 -0.04 -0.2398
H 0.084 2.785 -6.828 0.00 0.00 0.00 0.0669
H 4.341 0.971 -5.486 0.00 0.00 0.00 0.0472
H 5.078 -0.227 -3.446 0.00 0.00 0.00 0.0972
H 3.411 -0.669 -1.646 -0.01 0.01 0.00 0.0941
Br 1.676 -6.397 -4.469 0.00 0.01 0.01 0.7119
C 1.672 -5.128 -3.057 0.01 -0.01 0.02 -0.6877
C 2.172 -5.495 -1.819 -0.01 0.01 -0.01 -0.1283
C 2.177 -4.565 -0.792 0.02 -0.05 0.01 -0.0276
C 1.682 -3.280 -1.002 0.02 0.04 0.04 -0.2741
C 1.127 -2.954 -2.234 -0.05 0.01 -0.04 -0.0221
C 1.142 -3.868 -3.274 -0.01 0.00 0.01 -0.1071
N 1.656 -2.298 0.012 -0.06 0.05 -0.07 0.1005
C 2.593 -2.248 0.856 0.04 0.03 0.11 -0.0978
C 2.574 -1.317 2.011 -0.01 -0.07 -0.08 -0.2481
C 3.603 -1.387 2.942 0.05 -0.05 -0.03 -0.0250
C 3.567 -0.556 4.050 0.00 0.02 0.04 -0.0637
C 2.501 0.312 4.190 0.00 0.00 -0.01 -0.0461
C 1.522 0.315 3.203 0.02 -0.03 0.00 -0.1311
N 1.550 -0.468 2.134 0.00 0.04 -0.01 0.1033
H 2.541 -6.499 -1.656 0.00 0.00 0.00 0.0971
H 2.528 -4.856 0.191 0.00 -0.01 -0.01 0.1100
H 0.673 -1.983 -2.370 0.06 0.05 -0.04 0.0995
H 0.720 -3.607 -4.234 0.00 0.00 0.00 0.1110
H 3.469 -2.907 0.800 -0.02 0.01 0.01 0.1247
H 4.414 -2.089 2.796 0.00 0.01 0.00 0.1093
H 4.356 -0.590 4.791 0.00 0.00 0.00 0.1060
H 2.416 0.979 5.037 -0.01 0.00 0.00 0.1029
H 0.673 0.983 3.290 -0.02 0.01 0.02 0.0466
C -3.586 2.725 5.136 -0.01 -0.03 0.01 -0.0782
O -3.046 2.735 3.808 0.02 0.04 0.06 -0.2218
C -1.735 2.830 3.662 -0.07 -0.10 -0.20 -1.1482
S -0.626 3.051 4.824 0.00 0.02 0.04 0.7255
S -1.450 2.599 1.926 -0.22 -0.02 0.04 0.9685
H -4.651 2.566 5.002 -0.01 0.00 0.00 0.0967
H -3.390 3.673 5.632 0.02 0.00 -0.02 0.0829
H -3.140 1.913 5.708 0.00 0.00 0.00 0.0860
O 0.732 3.010 0.804 -0.10 0.08 0.25 -0.0908
N 0.222 3.206 1.855 0.38 0.04 -0.23 -0.3082
```
Forces are in eV/Å.

(4)
C5H15NO | ωB97M-V/def2-TZVPD

Output
SMILES: CC(C)CCN.O
Gap between HOMO and LUMO, eV: 9.651
Highest occupied orbital energy, eV: -8.9302
Energy relative to the best compared isomer or geometry (same formula, charge and spin), kcal/mol: 53.9

```
22
Properties=species:S:1:pos:R:3:forces:R:3:lowdin_charge:R:1
C 0.452 1.649 -0.722 0.14 3.08 -1.74 -0.3009
C 0.476 0.373 0.092 -0.60 -0.97 -2.25 -0.2083
C 1.866 -0.241 0.121 0.29 -3.07 -1.36 -0.3649
C 2.252 -1.118 -1.236 -0.89 1.08 2.73 -0.0442
C 1.975 -1.290 1.232 -1.06 -2.58 -0.90 -0.0963
N -0.886 2.356 -0.770 1.14 -0.17 0.62 -0.0447
H 1.236 2.492 -0.443 -1.36 -1.93 0.30 0.1410
H 0.655 1.608 -1.827 0.60 -1.35 0.95 0.1030
H -0.296 -0.395 -0.345 1.32 1.29 0.61 0.1554
H 0.139 0.567 1.081 -0.22 0.35 0.97 0.0974
H 2.599 0.507 0.170 0.98 1.23 0.45 0.0991
H 3.253 -1.476 -1.308 1.02 -0.14 0.77 0.0597
H 1.630 -1.997 -1.212 -0.54 -0.12 -0.46 0.0591
H 2.162 -0.529 -2.082 -0.79 1.09 -1.91 0.0292
H 2.905 -1.587 1.690 0.50 1.09 0.63 0.0696
H 1.097 -1.478 1.870 0.47 1.12 0.44 0.0798
H 1.864 -2.246 0.678 -0.09 0.12 0.06 0.0563
H -1.612 1.647 -0.835 -0.02 0.38 -0.47 0.0491
H -0.803 2.945 -1.609 -0.89 -0.51 0.58 0.0608
H -5.450 -1.423 0.508 -1.36 0.55 -1.30 0.0202
H -4.497 -1.879 1.341 2.33 -1.83 1.10 -0.0046
O -5.101 -1.185 1.349 -0.97 1.28 0.20 -0.0158
```
Forces are in eV/Å.

| no. | molecular weight (g/mol) |
| --- | --- |
| 1 | 701.2 |
| 2 | 861.7 |
| 3 | 1015.0 |
| 4 | 105.2 |